Molecular formula: C7H19NO3
Method: DFT, wB97M-V/def2-TZVPD

Results
Total charge   +1
E_HOMO (alpha / beta)   -12.67 / -12.65 eV
Relative energy (zero: lowest compared OMol25 entry of this formula, charge and spin)   0.000 eV
⟨S²⟩   0.77
E   -15190.7795 eV
Spin multiplicity   2
Kohn-Sham gap (alpha / beta)   8.40 / 5.29 eV

Each line ends with the Mulliken spin population.
Element x y z (Å)
C 1.451 2.688 0.067  0.034
C 1.918 1.488 0.933  0.031
C 0.915 0.385 0.888  0.198
C 0.880 -0.541 -0.110  0.146
C -0.132 -1.553 -0.190  0.162
C -0.680 -2.166 0.891  0.257
C -1.744 -3.196 0.773  0.008
N 0.018 3.007 0.118  0.003
H 1.697 2.497 -0.979  -0.003
H 2.011 3.570 0.378  0.001
H 2.893 1.149 0.579  0.018
H 2.059 1.803 1.969  -0.001
H 0.196 0.388 1.704  0.054
H 1.583 -0.550 -0.937  0.015
H -0.437 -1.806 -1.201  0.003
H -0.374 -1.927 1.905  0.015
H -2.724 -2.734 0.615  0.044
H -1.812 -3.820 1.662  0.003
H -1.564 -3.848 -0.084  0.013
H -0.476 2.315 -0.439  -0.002
H -0.335 3.038 1.061  0.001
H 1.259 -1.232 -3.768  0.000
H 1.136 0.225 -4.344  0.000
O 1.158 -0.287 -3.536  0.000
H -1.377 0.630 3.962  0.000
H -2.107 -0.049 2.817  0.000
O -1.625 0.748 3.039  0.000
H -0.579 -0.281 -2.973  0.000
H -1.670 0.352 -2.051  0.000
O -1.536 -0.290 -2.750  0.000